(1)
2 unconnected molecules or ions with the total composition C4H14N4 at a distorted geometry. Source: OMol25; level of theory: the ωB97M-V functional and the def2-TZVPD basis.

ORCA input file:
```
! wB97M-V def2-TZVPD RIJCOSX def2/J DEFGRID3
* xyz 0 1
C -1.262 0.483 -0.721
H 0.778 0.708 1.267
N 1.687 0.967 0.893
H -2.844 -1.968 0.177
N -1.911 -1.728 -0.155
C 2.293 -0.164 0.310
H -1.250 -2.372 0.275
N -1.574 -0.432 0.239
H 1.205 1.661 0.088
H -2.482 0.687 1.641
H 3.325 0.052 0.041
H -0.817 2.442 -1.277
H 0.666 -1.176 -1.118
H 2.241 -1.028 0.973
H 1.735 0.044 -1.930
C 1.657 -0.737 -1.176
H -1.250 0.052 -1.708
H -0.966 0.190 2.033
C -0.752 1.729 -0.470
H 2.345 -1.538 -1.427
N -1.832 -0.092 1.582
H -0.993 2.221 0.463
*
```

Structure (SMILES): C=CN(N)N.CCN
Energy: -379.68303 a.u.
Orbital gap: 8.860 eV
Relative energy (zero: lowest compared OMol25 entry of this formula, charge and spin): 395.9 kJ/mol



(2)
2 unconnected molecules or ions with the total composition C4H14NO at a distorted geometry. Source: OMol25; level of theory: the ωB97M-V functional and the def2-TZVPD basis.

ORCA input file:
```
! wB97M-V def2-TZVPD RIJCOSX def2/J DEFGRID3
* xyz 0 2
H -3.324 -0.041 -0.493
H -1.062 1.670 -1.702
H -0.116 -2.363 0.207
H 0.693 2.292 0.422
N -0.797 1.444 -0.730
H -1.084 0.456 -0.613
H -2.531 -1.338 -0.383
H 1.560 -2.251 -0.010
H 1.188 -0.426 2.042
O -2.547 -0.495 -0.867
H -0.295 -0.207 1.154
H 0.929 -2.739 1.504
H 2.484 0.624 0.213
C 0.749 -0.509 1.050
C 1.438 0.382 0.008
H -1.415 1.967 -0.035
C 0.648 1.611 -0.430
C 0.779 -1.996 0.713
H 1.510 -0.257 -0.870
H 1.195 2.176 -1.180
*
```

Energy: -290.65842 a.u.
Orbital gap (alpha / beta): 4.195 / 12.355 eV
Relative energy (zero: lowest compared OMol25 entry of this formula, charge and spin): 170.0 kJ/mol



(3)
2 unconnected molecules or ions with the total composition C4H14NO at a distorted geometry. Source: OMol25; level of theory: the ωB97M-V functional and the def2-TZVPD basis.

ORCA input file:
```
! wB97M-V def2-TZVPD RIJCOSX def2/J DEFGRID3
* xyz 1 1
H 2.736 -0.991 -0.817
C 0.904 0.196 -0.748
H -0.813 -1.400 -1.958
H 0.830 0.493 -1.789
H 2.228 1.775 -0.268
C 1.510 1.168 0.280
H -1.532 0.744 2.911
H -1.136 -2.126 -0.403
H 1.432 -1.700 0.178
N -0.541 -0.051 -0.305
H -1.094 0.733 -0.662
H -2.283 -0.938 -1.089
H 1.979 0.661 1.111
H 0.729 1.853 0.611
O -1.798 0.926 2.001
H 1.351 -1.739 -1.586
H -0.848 -0.098 0.678
H -2.502 1.548 2.173
C 1.665 -1.144 -0.729
C -1.242 -1.219 -0.985
*
```

Energy: -290.55398 a.u.
Orbital gap: 13.130 eV
Relative energy (zero: lowest compared OMol25 entry of this formula, charge and spin): 55.7 kJ/mol



(4)
2 unconnected molecules or ions with the total composition C4H14NO. Source: OMol25; level of theory: the ωB97M-V functional and the def2-TZVPD basis.

ORCA input file:
```
! wB97M-V def2-TZVPD RIJCOSX def2/J DEFGRID3
* xyz 1 1
O -2.674 0.104 -0.768
H -2.720 0.199 -1.727
H 0.379 1.130 -0.966
H -1.016 1.734 0.840
H 1.858 1.423 -0.053
C 0.855 0.999 0.006
C 0.038 1.716 1.092
H -0.280 -2.149 0.419
H -3.333 0.735 -0.445
H 1.227 -0.992 -1.815
N -0.337 -1.128 0.367
H -0.833 -0.838 1.211
C 1.758 -1.181 -0.877
H 2.733 -0.730 -1.049
C 1.045 -0.490 0.265
H 1.504 -0.675 1.235
H 0.358 2.754 1.178
H 1.880 -2.250 -0.771
H -0.976 -0.925 -0.408
H 0.173 1.285 2.090
*
```

Energy: -290.57226 a.u.
Orbital gap: 12.875 eV
Relative energy (zero: lowest compared OMol25 entry of this formula, charge and spin): 7.8 kJ/mol



(5)
3 unconnected molecules or ions with the total composition C4H14NO2 at a distorted geometry. Source: OMol25; level of theory: the ωB97M-V functional and the def2-TZVPD basis.

ORCA input file:
```
! wB97M-V def2-TZVPD RIJCOSX def2/J DEFGRID3
* xyz 0 2
H 0.355 1.701 2.631
C 0.910 0.039 -1.685
H 2.008 0.547 0.208
C -1.731 -0.585 -2.027
H -1.600 -0.229 0.638
O -0.481 1.927 2.246
N -0.670 -0.127 0.280
H 0.813 0.299 -2.686
H -0.118 -0.913 0.742
C -0.673 -0.242 -1.234
H 0.358 -2.545 2.808
H -0.411 0.838 0.567
H 2.308 1.592 -1.286
C 1.546 1.041 -0.728
H -0.103 -3.381 1.701
H 1.021 1.985 -0.475
H 1.379 -0.956 -1.514
O 0.174 -2.468 1.819
H -1.553 -0.512 -3.081
H -2.678 -0.809 -1.487
H -0.854 2.798 2.561
*
```

Energy: -365.85051 a.u.
Orbital gap (alpha / beta): 3.382 / 11.071 eV
Relative energy (zero: lowest compared OMol25 entry of this formula, charge and spin): 269.2 kJ/mol



(6)
2 unconnected molecules or ions with the total composition C4H14NO2 at a distorted geometry. Source: OMol25; level of theory: the ωB97M-V functional and the def2-TZVPD basis.

ORCA input file:
```
! wB97M-V def2-TZVPD RIJCOSX def2/J DEFGRID3
* xyz 0 2
H 0.508 1.783 1.572
H 0.448 1.254 -3.095
H 1.083 0.280 1.864
H -0.771 2.177 -2.220
H -1.049 1.062 3.084
H 2.084 -1.948 0.491
C 0.476 0.816 -1.003
C -0.464 0.413 0.146
H -1.414 0.997 0.101
C -0.282 1.205 -2.283
H -1.410 -1.173 1.044
O 1.323 -2.545 0.276
H -1.568 -1.146 -0.667
C 0.103 0.747 1.528
N -0.961 -0.998 0.138
O -0.908 0.361 2.442
H 1.112 -0.086 -1.111
H -0.889 0.304 -2.481
H 1.200 1.545 -0.668
H 1.519 -3.407 0.696
H -0.139 -1.642 0.147
*
```

Energy: -365.88798 a.u.
Orbital gap (alpha / beta): 3.257 / 11.483 eV
Relative energy (zero: lowest compared OMol25 entry of this formula, charge and spin): 170.8 kJ/mol



(7)
3 unconnected molecules or ions with the total composition C4H14NO2 at a distorted geometry. Source: OMol25; level of theory: the ωB97M-V functional and the def2-TZVPD basis.

ORCA input file:
```
! wB97M-V def2-TZVPD RIJCOSX def2/J DEFGRID3
* xyz 1 1
H -1.483 -2.140 -2.838
H 1.925 -1.937 1.560
C 0.657 1.514 -1.130
H 1.050 2.514 -1.351
C 0.937 1.258 0.337
H -1.094 -0.416 0.485
H 1.908 1.643 0.655
H -1.210 -0.677 -3.041
N -0.245 -0.931 0.212
H -2.946 0.811 1.913
O -2.319 0.076 1.956
H 1.132 0.928 -1.917
H 2.879 -0.391 1.415
H -0.265 -0.977 -0.825
C 0.960 -0.204 0.706
H -0.280 -1.868 0.615
H 0.233 1.802 0.969
O -1.050 -1.387 -2.428
H -0.409 1.568 -1.369
C 1.949 -0.911 1.219
H -2.329 -0.274 2.858
*
```

Energy: -365.79672 a.u.
Orbital gap: 11.301 eV
Relative energy (zero: lowest compared OMol25 entry of this formula, charge and spin): 89.3 kJ/mol



(8)
2 unconnected molecules or ions with the total composition C4H14NO2 at a distorted geometry. Source: OMol25; level of theory: the ωB97M-V functional and the def2-TZVPD basis.

ORCA input file:
```
! wB97M-V def2-TZVPD RIJCOSX def2/J DEFGRID3
* xyz 1 1
H -0.942 -3.913 0.664
N -0.867 -0.646 0.086
H -1.576 -0.516 0.787
H -1.232 1.822 -1.657
H -1.142 -0.180 -0.767
H -0.573 -1.653 0.135
H 1.424 1.270 -2.176
H 0.427 -3.611 0.079
C 0.424 0.148 0.603
H 1.206 -0.583 0.435
C 0.187 0.593 2.022
H 0.040 -0.269 2.678
C 0.618 1.250 -0.453
O -0.467 -3.260 0.148
H -1.399 1.931 -0.019
O 1.084 0.567 -1.635
H 1.163 0.946 2.374
H -0.616 1.320 2.092
C -0.624 2.072 -0.799
H 1.273 2.045 -0.095
H -0.430 3.143 -0.772
*
```

Energy: -365.78828 a.u.
Orbital gap: 11.561 eV
Relative energy (zero: lowest compared OMol25 entry of this formula, charge and spin): 111.4 kJ/mol



(9)
2 unconnected molecules or ions with the total composition C4H14NO2 at a distorted geometry. Source: OMol25; level of theory: the ωB97M-V functional and the def2-TZVPD basis.

ORCA input file:
```
! wB97M-V def2-TZVPD RIJCOSX def2/J DEFGRID3
* xyz 1 1
H -2.788 -0.944 1.893
N 0.082 -0.423 0.101
C -0.138 0.790 -0.706
H 1.245 -2.247 -2.427
H 1.068 3.215 1.093
H -0.114 -0.791 2.236
H 0.559 2.743 -1.068
C -0.689 -0.376 1.428
H 1.046 -0.586 0.374
H 1.857 1.627 -1.102
H -1.614 -2.038 0.887
H -0.086 -1.320 -0.494
O 1.411 -2.331 -1.569
H -0.279 0.586 -1.839
O 1.303 2.148 0.775
H -1.112 1.255 -0.346
H -2.374 -0.690 0.184
H 2.428 -2.108 -1.668
C 0.960 1.891 -0.545
H -0.787 0.643 1.604
C -1.979 -1.047 1.189
*
```

Energy: -365.72971 a.u.
Orbital gap: 11.506 eV
Relative energy (zero: lowest compared OMol25 entry of this formula, charge and spin): 265.2 kJ/mol



(10)
A molecular structure, C4H14NO2 at a distorted geometry. Source: OMol25; level of theory: the ωB97M-V functional and the def2-TZVPD basis.

ORCA input file:
```
! wB97M-V def2-TZVPD RIJCOSX def2/J DEFGRID3
* xyz 1 1
N -0.416 3.092 1.199
O 0.650 1.523 -1.164
H 1.225 -2.160 0.512
O 2.241 -0.018 -0.278
H 3.193 0.229 -0.506
H 0.120 -0.038 0.198
H 1.156 2.084 -1.783
H 1.559 0.810 -0.687
H 0.556 -3.773 0.181
H -1.174 -2.357 1.683
H -2.688 -0.365 -1.105
C -0.920 -2.132 0.648
C 0.402 -2.688 0.012
H 0.053 3.467 2.076
H -1.465 1.093 -0.840
H 0.544 -2.499 -1.079
C -1.768 0.024 -0.694
H -1.064 3.785 0.942
H 0.392 2.961 0.477
H -1.730 -2.480 0.010
C -0.864 -0.561 0.197
*
```

Energy: -365.45618 a.u.
Orbital gap: 4.245 eV
Relative energy (zero: lowest compared OMol25 entry of this formula, charge and spin): 983.4 kJ/mol



(11)
2 unconnected molecules or ions with the total composition C4H14NO2 at a distorted geometry. Source: OMol25; level of theory: the ωB97M-V functional and the def2-TZVPD basis.

ORCA input file:
```
! wB97M-V def2-TZVPD RIJCOSX def2/J DEFGRID3
* xyz 2 2
H -1.302 -2.678 1.635
O 1.764 0.103 -1.607
C 1.739 -0.042 -0.226
C 0.525 0.740 0.248
H 2.734 0.377 0.277
C 0.427 0.437 1.784
H -2.005 1.785 0.053
H 0.148 -0.570 2.092
H -1.276 -0.483 0.167
H -0.422 1.229 2.133
H -0.455 -0.438 -1.270
H -0.921 2.205 -1.353
H 2.506 -0.248 -2.168
H -2.282 1.219 -1.568
H 1.398 0.583 2.292
N -0.714 0.177 -0.527
H 1.991 -1.159 0.080
H -2.207 -2.878 0.343
H 0.648 1.818 0.120
O -1.828 -2.306 1.002
C -1.532 1.468 -0.857
*
```

Energy: -365.21797 a.u.
Orbital gap (alpha / beta): 11.630 / 4.839 eV
Relative energy (zero: lowest compared OMol25 entry of this formula, charge and spin): 222.6 kJ/mol



(12)
3 unconnected molecules or ions with the total composition C4H14NO2S at a distorted geometry. Source: OMol25; level of theory: the ωB97M-V functional and the def2-TZVPD basis.

ORCA input file:
```
! wB97M-V def2-TZVPD RIJCOSX def2/J DEFGRID3
* xyz -1 1
C -0.803 0.191 -1.301
C -0.167 -1.180 -1.264
C 1.180 -1.176 -0.547
H 1.517 -1.464 2.014
O 1.038 1.688 1.789
H 2.193 -3.052 2.016
H -1.562 0.235 -2.073
H 0.457 1.003 1.405
O -0.719 3.528 -1.082
N 1.582 -2.413 0.142
H 0.084 3.299 -0.605
C 1.402 -2.456 1.587
S -1.703 0.607 0.261
H 1.030 -0.416 0.216
H -1.375 2.913 -0.712
H 2.019 -0.827 -1.159
H -0.848 -1.862 -0.751
H -0.035 -1.525 -2.305
H 0.483 -2.834 1.991
H -0.052 0.928 -1.608
H 1.169 -3.198 -0.300
H 0.402 2.310 2.165
*
```

Energy: -764.25879 a.u.
Orbital gap: 7.000 eV
Relative energy (zero: lowest compared OMol25 entry of this formula, charge and spin): 38.1 kJ/mol



Question: energy of number 1 (C4H14N4)?
Answer: -379.68303 a.u.



Repeat the seventh record exactly.
3 unconnected molecules or ions with the total composition C4H14NO2 at a distorted geometry. Source: OMol25; level of theory: the ωB97M-V functional and the def2-TZVPD basis.

ORCA input file:
```
! wB97M-V def2-TZVPD RIJCOSX def2/J DEFGRID3
* xyz 1 1
H -1.483 -2.140 -2.838
H 1.925 -1.937 1.560
C 0.657 1.514 -1.130
H 1.050 2.514 -1.351
C 0.937 1.258 0.337
H -1.094 -0.416 0.485
H 1.908 1.643 0.655
H -1.210 -0.677 -3.041
N -0.245 -0.931 0.212
H -2.946 0.811 1.913
O -2.319 0.076 1.956
H 1.132 0.928 -1.917
H 2.879 -0.391 1.415
H -0.265 -0.977 -0.825
C 0.960 -0.204 0.706
H -0.280 -1.868 0.615
H 0.233 1.802 0.969
O -1.050 -1.387 -2.428
H -0.409 1.568 -1.369
C 1.949 -0.911 1.219
H -2.329 -0.274 2.858
*
```

Energy: -365.79672 a.u.
Orbital gap: 11.301 eV
Relative energy (zero: lowest compared OMol25 entry of this formula, charge and spin): 89.3 kJ/mol